BF4H14O7 | ωB97M-V with the def2-TZVPD basis set

Summary:
E_LUMO = 2.812 eV
Calculated total energy = -959.69610 Eh
ΔE to the lowest compared entry with this formula, charge and spin = 36.64 kcal/mol
HOMO level = -8.0 eV
Total charge = -1

Each line ends with the natural charge from an NBO analysis.
Geometry (Å):
B -0.1085 0.7049 0.6149  1.327
F 0.3668 0.1199 1.7508  -0.575
F -1.3977 0.3061 0.3269  -0.576
F -0.0537 2.1122 0.7693  -0.591
F 0.7418 0.3177 -0.4085  -0.584
O -5.0988 2.7585 2.2202  -0.941
H -4.4790 2.7443 1.4909  0.479
H -5.7909 2.1511 1.9590  0.462
O 0.0606 4.5832 -2.8882  -0.945
H -0.0345 5.5123 -2.6788  0.459
H 0.1427 4.1526 -2.0372  0.486
O -1.9749 0.4400 -5.5159  -0.946
H -1.8797 1.3906 -5.4561  0.470
H -1.3155 0.0944 -4.9144  0.476
O 4.5124 -2.9304 1.2166  -0.939
H 5.1257 -3.0306 1.9447  0.459
H 3.9449 -2.2056 1.4789  0.480
O -0.6518 -2.3556 6.7666  -0.942
H 0.2112 -1.9470 6.8328  0.467
H -0.7777 -2.4999 5.8288  0.475
O -0.8835 -4.1800 0.6850  -0.944
H -1.1330 -3.2798 0.8938  0.483
H -1.4996 -4.4478 0.0033  0.461
O 3.9620 0.0635 -3.9393  -0.944
H 4.6137 -0.6185 -3.7771  0.462
H 3.3968 0.0440 -3.1670  0.482

Force components x, y, z for each atom (eV/Å):
B 0.432 0.853 -0.360
F 0.212 -0.789 1.752
F -1.036 -0.255 -0.098
F -0.173 0.297 -0.132
F 0.576 -0.124 -1.233
O -0.172 0.210 0.209
H 0.334 -0.058 -0.155
H -0.120 -0.168 -0.042
O -0.013 0.056 -0.334
H -0.024 0.189 0.047
H 0.020 -0.329 0.325
O -0.194 -0.139 -0.265
H 0.035 0.240 0.071
H 0.167 -0.091 0.228
O 0.149 -0.185 -0.163
H 0.134 -0.035 0.156
H -0.314 0.237 -0.023
O -0.125 -0.122 0.278
H 0.186 0.133 -0.009
H -0.066 0.003 -0.290
O 0.080 -0.334 0.133
H 0.057 0.428 0.038
H -0.106 -0.023 -0.171
O 0.090 0.113 -0.289
H 0.132 -0.159 0.052
H -0.264 0.054 0.276